# C32H33Cl90FNO6S2

A 31-piece molecular cluster, C32H33Cl90FNO6S2 overall (the ωB97M-V functional and the def2-TZVPD basis, OMol25).

Last column: Löwdin charge in e.
Geometry (Å):
O (1.35, -1.81, 3.59)  -0.0009
C (0.43, -1.42, 2.90)  -0.7680
O (-0.04, -1.87, 1.84)  -0.0431
N (-0.29, -0.16, 3.39)  -0.1442
C (-1.70, -0.44, 3.66)  -0.2333
S (-2.73, -0.87, 2.22)  0.6850
O (-3.72, 0.16, 2.03)  -0.3765
O (-3.24, -2.20, 2.38)  -0.3898
S (-0.05, 1.20, 2.52)  0.5310
O (-1.27, 1.85, 2.17)  -0.2503
O (0.86, 2.03, 3.25)  -0.3161
F (0.68, 0.83, 1.21)  -0.1564
H (-1.77, -1.27, 4.36)  0.0998
H (-2.15, 0.44, 4.09)  0.1084
H (-1.89, -0.82, 1.16)  0.0837
C (4.61, 0.10, 5.05)  -1.5401
Cl (4.09, 0.21, 6.74)  0.5134
Cl (5.22, -1.53, 4.71)  0.5055
Cl (3.31, 0.54, 3.97)  0.5963
H (5.43, 0.79, 4.91)  0.0018
C (5.55, 0.77, 0.32)  -1.5041
Cl (6.39, 0.08, 1.71)  0.4947
Cl (5.39, -0.43, -0.96)  0.4892
Cl (3.98, 1.40, 0.79)  0.5411
H (6.14, 1.60, -0.06)  0.0160
C (0.00, -5.14, 2.52)  -1.5178
Cl (-1.33, -4.60, 3.54)  0.5724
Cl (1.52, -5.16, 3.42)  0.5641
Cl (-0.35, -6.76, 1.87)  0.5050
H (0.10, -4.44, 1.70)  0.0065
C (10.56, -0.29, 2.63)  -1.5658
Cl (11.49, -1.69, 2.11)  0.5106
Cl (10.21, 0.77, 1.27)  0.5235
Cl (9.07, -0.79, 3.43)  0.5105
H (11.15, 0.26, 3.34)  -0.0543
C (6.69, -4.48, -0.75)  -1.5546
Cl (7.17, -3.49, 0.63)  0.5290
Cl (5.91, -5.97, -0.20)  0.5241
Cl (5.62, -3.58, -1.83)  0.4967
H (7.58, -4.75, -1.30)  -0.0750
C (-0.47, -7.42, 5.99)  -1.5371
Cl (-1.79, -6.86, 7.01)  0.5059
Cl (1.06, -7.43, 6.88)  0.4820
Cl (-0.81, -9.03, 5.35)  0.5162
H (-0.37, -6.74, 5.15)  -0.0555
C (-6.12, -0.87, 0.02)  -1.5171
Cl (-5.18, -2.20, -0.65)  0.5529
Cl (-6.54, 0.30, -1.25)  0.5149
Cl (-7.57, -1.47, 0.82)  0.5038
H (-5.51, -0.36, 0.76)  -0.0209
C (1.73, 4.66, 1.21)  -1.5150
Cl (1.24, 3.59, -0.10)  0.5166
Cl (3.09, 5.69, 0.69)  0.5335
Cl (0.38, 5.65, 1.76)  0.5604
H (2.07, 4.05, 2.04)  0.0003
C (13.95, -0.75, 5.66)  -1.5410
Cl (13.62, 0.37, 4.33)  0.5464
Cl (12.82, -2.09, 5.64)  0.5357
Cl (15.62, -1.33, 5.58)  0.5274
H (13.83, -0.21, 6.58)  0.0109
C (1.48, 1.16, -3.53)  -1.5271
Cl (0.38, 1.78, -2.30)  0.5179
Cl (2.01, 2.50, -4.55)  0.4834
Cl (2.84, 0.32, -2.79)  0.5338
H (0.94, 0.45, -4.15)  -0.0501
C (-5.99, -5.70, 0.06)  -1.5522
Cl (-7.35, -5.26, 1.09)  0.4873
Cl (-4.48, -5.59, 0.95)  0.5437
Cl (-6.22, -7.32, -0.61)  0.5136
H (-5.96, -5.00, -0.76)  -0.0235
C (0.66, 7.49, -1.60)  -1.5481
Cl (0.14, 6.39, -2.86)  0.5358
Cl (1.86, 8.64, -2.21)  0.5035
Cl (-0.72, 8.35, -0.90)  0.5276
H (1.13, 6.91, -0.81)  -0.0636
C (-0.89, -3.12, 8.80)  -1.5454
Cl (0.14, -4.43, 8.22)  0.5108
Cl (-1.30, -2.01, 7.50)  0.5370
Cl (-2.35, -3.76, 9.56)  0.5065
H (-0.34, -2.57, 9.55)  0.0082
C (2.19, -10.29, 9.82)  -1.5252
Cl (3.03, -8.74, 9.93)  0.5270
Cl (1.18, -10.34, 8.37)  0.4774
Cl (3.35, -11.61, 9.90)  0.5131
H (1.54, -10.37, 10.68)  0.0117
C (-2.59, -0.12, -5.22)  -1.5334
Cl (-3.67, 0.34, -3.91)  0.5349
Cl (-2.04, 1.30, -6.12)  0.5111
Cl (-1.22, -1.06, -4.59)  0.5577
H (-3.13, -0.76, -5.90)  0.0089
C (-4.35, 8.34, -0.55)  -1.5565
Cl (-3.87, 9.22, 0.89)  0.5255
Cl (-5.03, 6.76, -0.14)  0.5503
Cl (-5.51, 9.28, -1.50)  0.5438
H (-3.48, 8.18, -1.16)  -0.0390
C (4.45, 2.87, -8.08)  -1.5413
Cl (3.86, 1.22, -7.86)  0.5310
Cl (3.52, 4.00, -7.10)  0.4865
Cl (6.17, 2.97, -7.70)  0.5275
H (4.31, 3.13, -9.12)  0.0102
C (-8.62, 8.25, -3.18)  -1.5520
Cl (-9.94, 7.59, -2.21)  0.5324
Cl (-7.97, 7.03, -4.26)  0.5364
Cl (-9.17, 9.67, -4.08)  0.5012
H (-7.84, 8.57, -2.51)  -0.0631
C (-8.93, -5.22, 4.74)  -1.5171
Cl (-9.44, -4.10, 3.47)  0.5103
Cl (-9.85, -6.72, 4.63)  0.5405
Cl (-7.20, -5.53, 4.65)  0.5505
H (-9.14, -4.76, 5.69)  0.0126
C (3.58, 11.25, 0.84)  -1.5532
Cl (4.22, 10.62, 2.35)  0.5232
Cl (2.07, 10.46, 0.41)  0.5066
Cl (3.37, 13.01, 0.93)  0.5153
H (4.30, 11.05, 0.06)  0.0106
C (-11.02, -6.54, 1.07)  -1.5860
Cl (-9.95, -7.78, 0.42)  0.5169
Cl (-11.51, -5.41, -0.19)  0.5240
Cl (-12.44, -7.27, 1.84)  0.5095
H (-10.48, -5.99, 1.82)  -0.0809
C (-9.37, 12.11, -7.20)  -1.5606
Cl (-9.85, 10.98, -8.46)  0.5318
Cl (-8.20, 13.27, -7.81)  0.5305
Cl (-10.78, 12.94, -6.53)  0.5228
H (-8.90, 11.55, -6.40)  -0.0241
C (-1.10, 4.87, -7.38)  -1.5577
Cl (-0.13, 4.15, -6.11)  0.4752
Cl (-1.29, 3.75, -8.73)  0.5153
Cl (-2.68, 5.37, -6.77)  0.5306
H (-0.59, 5.75, -7.75)  -0.0695
C (8.35, -4.24, -4.65)  -1.5442
Cl (8.77, -5.39, -3.38)  0.5555
Cl (6.67, -4.47, -5.17)  0.5307
Cl (8.61, -2.58, -4.12)  0.5422
H (8.99, -4.43, -5.50)  -0.1002
C (-11.47, 12.54, -2.54)  -1.5606
Cl (-11.95, 10.85, -2.37)  0.5101
Cl (-12.47, 13.58, -1.52)  0.5238
Cl (-9.76, 12.75, -2.16)  0.5139
H (-11.62, 12.83, -3.57)  -0.0237
C (11.58, -5.29, -7.94)  -1.5342
Cl (10.91, -6.89, -7.60)  0.5331
Cl (10.69, -4.05, -7.05)  0.5816
Cl (13.29, -5.23, -7.55)  0.5363
H (11.46, -5.10, -8.99)  0.0120
C (2.69, -14.35, 6.30)  -1.5488
Cl (2.90, -14.26, 4.55)  0.5222
Cl (1.97, -12.87, 6.92)  0.4934
Cl (1.72, -15.77, 6.73)  0.5121
H (3.66, -14.47, 6.75)  0.0093
C (-10.71, 0.85, 2.82)  -1.5519
Cl (-11.89, 1.15, 4.09)  0.5150
Cl (-9.52, 2.15, 2.76)  0.5327
Cl (-9.91, -0.71, 3.05)  0.4876
H (-11.23, 0.83, 1.87)  0.0116
C (6.06, -8.17, -4.74)  -1.5601
Cl (6.70, -8.06, -3.10)  0.5103
Cl (7.36, -8.10, -5.93)  0.4970
Cl (5.10, -9.63, -4.94)  0.5307
H (5.41, -7.32, -4.90)  -0.0044
C (1.30, 8.10, -8.95)  -1.5405
Cl (0.18, 8.44, -7.64)  0.5528
Cl (2.50, 9.38, -9.09)  0.5331
Cl (2.08, 6.53, -8.73)  0.5178
H (0.74, 8.07, -9.88)  0.0132

Properties
**ΔE to the lowest compared entry with this formula, charge and spin**: 13.14 kJ/mol
**E**: -44058.7850 a.u.
**Charge**: -1
**Frontier orbital gap**: 7.931 eV
**Max |F|**: 0.0577 Eh/bohr
**HOMO level**: -6.7 eV